# 1
Here is a molecular structure, AlH24O12 from OMol25. Energies are from ωB97M-V with the def2-TZVPD basis set.

XYZ file:
```
37
Properties=species:S:1:pos:R:3:forces:R:3:mulliken_charge:R:1
Al 0.0756 0.0220 0.1202 0.1386 -0.2086 0.1398 1.5496
O 2.1603 -0.3009 -2.0866 -0.5709 0.1425 0.7832 -0.4640
H 3.0095 0.1236 -2.2084 0.3912 0.2359 -0.0110 0.2761
H 2.0795 -0.8947 -2.8329 -0.1549 -0.2530 -0.3085 0.2700
O -2.8188 0.4702 -0.6643 1.2408 -0.2030 -0.1934 -0.3917
H -3.6747 0.6500 -0.2754 -0.2591 0.0571 0.5982 0.2723
H -3.0182 0.1281 -1.5357 0.0529 -0.2435 -0.4362 0.2696
O 1.0026 1.9493 2.1651 -0.3934 -0.5993 -1.2321 -0.3872
H 0.2750 2.5113 2.4316 -0.4802 0.1916 -0.0320 0.2881
H 1.5851 1.9344 2.9245 0.5885 -0.4199 0.3429 0.2852
O -2.3198 0.2388 2.2284 0.7323 0.0107 -0.4630 -0.4652
H -2.8379 -0.5361 2.4460 -0.1222 -0.3970 0.1262 0.2608
H -2.7967 0.9663 2.6276 -0.1735 0.2916 0.2276 0.2715
O -0.7600 -1.5365 -2.2531 0.2552 0.7023 0.7567 -0.4151
H -0.4860 -1.2159 -3.1124 0.2120 0.3996 -0.2747 0.2683
H -1.1178 -2.4075 -2.4249 -0.2336 -0.5779 0.3528 0.2718
O 1.2605 2.5195 -1.0827 -0.3990 -0.7735 0.5222 -0.4144
H 1.9000 2.6589 -1.7811 0.4805 -0.1099 -0.2477 0.2829
H 0.9019 3.3897 -0.9084 0.0108 0.3696 0.2429 0.2433
O 0.3750 -1.3595 2.7250 0.1985 0.4611 -1.1603 -0.4415
H 0.5928 -2.2892 2.7912 -0.0416 -0.4014 -0.0766 0.2533
H 0.2287 -1.0824 3.6295 -0.2129 0.4680 0.3755 0.2757
O -1.3402 2.6068 0.5841 0.6748 -0.8302 -0.2396 -0.3982
H -1.0172 3.4082 0.1722 0.0282 0.3235 -0.2433 0.2344
H -1.9161 2.9125 1.2849 -0.3853 -0.0161 0.3265 0.2689
O -1.3662 -2.6664 0.5441 0.3297 0.8939 -0.1860 -0.4132
H -0.9663 -3.5352 0.5838 0.2860 -0.3121 -0.0516 0.2635
H -2.3017 -2.8270 0.6674 -0.4954 0.0779 0.0435 0.2664
O 1.5612 -2.5333 -0.1292 -0.4052 0.9326 0.3017 -0.3990
H 1.7733 -3.0195 -0.9260 -0.0034 -0.0963 -0.5511 0.2671
H 1.6381 -3.1789 0.5734 0.0222 -0.2783 0.3571 0.2615
O -0.4497 1.1876 -2.7334 0.0676 -0.5347 0.5140 -0.4372
H -1.0545 1.0535 -3.4631 -0.5063 -0.0313 -0.2256 0.2861
H 0.0520 1.9654 -2.9774 0.1877 0.2776 0.1102 0.2578
O 2.9162 -0.2534 1.0161 -1.2547 0.8670 -0.0884 -0.4075
H 3.2755 -0.9739 1.5338 -0.0706 -0.5242 0.3202 0.3053
H 3.5788 -0.0855 0.3461 0.2646 0.1073 -0.4200 0.2847
```
Forces are in eV/Å.

**E**: -31524.4493 eV
**Gap between HOMO and LUMO**: 5.15 eV
**Total charge**: +3
**HOMO energy**: -21.046 eV
**Strongest force on any atom**: 1.5 eV/Å



# 2
Here is a molecular structure, CH3I2P from OMol25. Energies are from ωB97M-V with the def2-TZVPD basis set.

XYZ file:
```
7
Properties=species:S:1:pos:R:3:forces:R:3:mulliken_charge:R:1
C -0.3394 -0.3861 -0.3989 2.9356 -0.2323 -1.7180 -0.5270
P 0.7770 0.1652 0.9473 -1.4250 0.2084 1.0158 -0.0238
I 0.5821 -2.1045 -1.2473 -0.5296 0.2750 0.0358 0.0867
I -1.0539 1.0560 -1.6521 -0.5616 0.1233 -0.3786 0.1914
H -1.6139 -0.8199 0.8829 -1.1873 -0.3519 1.2374 0.1254
H -0.1633 1.2533 1.2211 1.1797 -0.2347 0.0449 0.0576
H 1.8114 0.8360 0.2471 -0.4118 0.2122 -0.2373 0.0897
```
Forces are in eV/Å.

**2S+1**: 3
**E**: -26569.4140 eV
**Gap between HOMO and LUMO (alpha / beta)**: 7.24 / 6.29 eV
**ΔE to the lowest compared entry with this formula, charge and spin**: 495.8 kJ/mol
**Total charge**: 0
**HOMO energy (alpha / beta)**: -7.417 / -9.290 eV
**Strongest force on any atom**: 3.4 eV/Å



# 3
Here is a molecular structure, C4H13N3RuSbSe4 from OMol25. Energies are from ωB97M-V with the def2-TZVPD basis set.

XYZ file:
```
26
Properties=species:S:1:pos:R:3:forces:R:3:mulliken_charge:R:1
Ru -0.1968 -0.0925 0.6330 0.0803 -0.0150 0.1407 0.2344
N -0.1957 1.9111 -0.0181 -0.0426 -0.0179 -0.0379 -0.4203
C 0.1707 2.0264 -1.4548 0.0334 -0.0523 0.0180 -0.5382
C -0.3122 0.7877 -2.1830 0.0164 0.0091 0.0250 -0.5892
N 0.0423 -0.4406 -1.4236 -0.0625 -0.0408 0.0682 -0.0386
C 1.3922 -1.0080 -1.6839 0.0024 0.0282 0.0141 -0.5897
C 2.4314 -0.3479 -0.7996 -0.0408 0.0321 -0.0062 -0.5347
N 1.9080 -0.2864 0.5906 -0.0068 0.0019 -0.0706 -0.4244
H 0.3837 2.5384 0.5315 0.0030 -0.0200 0.0535 0.2499
H -1.1487 2.2378 0.1198 -0.0248 0.0139 0.0014 0.2921
H -0.2586 2.9220 -1.9040 -0.0082 -0.0014 -0.0080 0.4412
H 1.2522 2.1211 -1.5175 0.0043 0.0216 -0.0015 0.2311
H -1.4002 0.8056 -2.2539 -0.0034 0.0068 -0.0140 0.3841
H 0.0938 0.7512 -3.1962 -0.0148 0.0089 -0.0037 0.3177
H -0.6324 -1.1524 -1.6821 -0.0085 -0.0152 -0.0268 0.2255
H 1.3323 -2.0711 -1.4487 0.0124 -0.0079 -0.0096 0.3813
H 1.6614 -0.9078 -2.7376 0.0053 -0.0192 0.0018 0.3177
H 3.3727 -0.8956 -0.8469 -0.0007 -0.0111 -0.0097 0.4419
H 2.6342 0.6693 -1.1262 0.0231 0.0033 0.0014 0.2339
H 2.1038 -1.1621 1.0693 0.0081 -0.0250 0.0214 0.3016
H 2.4146 0.4216 1.1134 -0.0297 0.0115 0.0446 0.2460
Se -5.3061 -2.6104 3.4488 -0.8248 -0.2806 -0.5460 -0.1922
Sb -3.1039 -1.8361 4.0909 1.5810 -0.4747 0.7846 0.7523
Se -1.6166 -0.9771 2.2188 -0.2373 0.1018 -0.2773 -0.1202
Se -1.9600 -2.9079 5.8473 0.1760 0.0496 -0.1649 -0.4073
Se -5.0620 -0.4965 4.6126 -0.6409 0.6924 0.0014 -0.1957
```
Forces are in eV/Å.

**E**: -279327.5478 eV
**Gap between HOMO and LUMO**: 6.49 eV
**ΔE to the lowest compared entry with this formula, charge and spin**: 0.0 kJ/mol
**Total charge**: +1
**HOMO energy**: -10.378 eV
**Strongest force on any atom**: 1.8 eV/Å